1.
The following is a DFT calculation (ωB97M-V/def2-TZVPD) of C29H23Cl2N8PV as an isolated structure.

```
! RIJCOSX wB97M-V def2-TZVPD def2/J DEFGRID3
* xyz 0 2
C 2.893 4.671 -0.383
H -2.894 -1.959 -0.217
C 1.319 -3.199 -0.621
H 3.378 5.602 -0.646
N 2.362 -3.219 -2.899
C 1.640 -2.701 -1.908
C 1.831 -0.019 1.964
C 3.419 -1.425 3.763
C 2.066 4.035 -1.300
N -1.811 -0.430 0.619
N 0.345 -2.423 0.028
C -2.964 1.083 2.051
C -4.427 0.214 -3.514
H -5.006 -0.511 -4.070
Cl -1.992 3.159 -1.155
C -1.798 0.643 1.410
H -5.929 1.741 -3.579
C -4.181 2.372 -2.506
H 0.797 2.335 -1.669
H -0.591 2.157 2.073
H 2.671 -4.843 -0.600
C 2.919 -0.767 1.511
H 2.103 -0.661 5.277
H 2.673 2.469 2.179
C 2.491 2.917 1.210
N -0.594 1.292 1.556
C 0.671 -3.997 1.824
C 3.108 4.112 0.869
H 0.402 -4.310 2.825
H 4.025 -1.988 4.461
H -2.930 1.969 2.672
H 4.537 -2.063 2.044
C 1.651 2.286 0.297
C 1.546 0.017 3.324
N -1.129 0.391 -1.886
P 0.786 0.752 0.690
Cl -2.559 -1.726 -3.393
H -4.560 3.356 -2.265
H 1.236 -0.417 -4.096
C -2.957 -1.104 0.447
N 1.086 -1.487 -2.242
C -4.136 -0.742 1.048
H 3.761 4.603 1.579
C -4.128 0.388 1.864
H 0.688 0.572 3.685
H -5.035 -1.313 0.874
H -5.038 0.721 2.346
C 2.339 -0.684 4.220
C -4.940 1.469 -3.234
C 3.712 -1.463 2.407
H 2.685 -2.430 -4.755
C 1.486 -1.266 -3.483
C -3.164 -0.130 -3.073
V -0.254 -0.687 -0.855
C 0.055 -2.913 1.292
N 2.242 -2.288 -3.864
C -2.334 0.751 -2.343
H 1.905 4.469 -2.278
N 1.637 -4.734 1.184
C 1.447 2.841 -0.965
H 3.123 -0.827 0.448
C 1.921 -4.304 -0.031
C -2.918 2.017 -2.079
H -0.687 -2.373 1.863
*
```

Computed properties:
<S²>: 0.782
E_HOMO (spin up / spin down) (eV): -5.081 / -5.011


2.
The following is a DFT calculation (ωB97M-V/def2-TZVPD) of C25H24BBr2N9OV as an isolated structure.

```
! RIJCOSX wB97M-V def2-TZVPD def2/J DEFGRID3
* xyz 1 3
C -0.891 -2.869 -0.222
H -2.107 2.190 3.516
H 0.373 -0.180 -2.569
C 2.478 1.412 -0.518
C 0.272 0.104 4.447
H -1.516 2.404 -5.438
C -2.617 4.054 -3.470
C 3.594 0.575 -0.548
H -4.453 -0.765 -0.433
H -0.020 -3.486 2.833
N 2.536 -3.334 0.837
Br -3.310 5.217 0.438
N -1.358 -0.737 -0.002
H -0.108 0.415 -4.945
C 2.640 -4.574 1.278
H 1.344 -1.791 3.948
C 3.167 -0.628 -0.025
C -1.288 2.123 -4.419
Br -3.120 4.684 -5.172
H 0.336 0.208 5.515
H -1.013 2.509 4.865
C -0.344 0.978 3.548
H 3.648 -6.458 1.244
C -3.045 4.713 -2.354
C -0.511 1.025 -4.150
N 1.864 -0.529 0.292
H 3.724 -5.565 -0.276
C -2.394 -1.301 -0.616
H -0.614 3.081 3.242
C 2.338 2.827 -0.965
N 0.472 -0.679 2.386
C -0.235 0.684 -2.816
C -1.462 2.480 -2.059
N -0.696 1.390 -1.807
H -3.400 0.569 -0.903
H -0.303 -3.766 -0.123
H -3.823 -0.687 -2.075
O -1.502 2.664 0.278
H -3.669 5.591 -2.446
C -1.900 3.165 -0.901
N -0.211 0.498 2.312
C -3.580 -0.499 -1.030
C 1.610 -4.864 2.201
H 4.582 0.815 -0.901
H 1.312 3.181 -0.857
C -2.690 4.273 -1.055
C 0.780 -0.917 3.672
N 1.454 -2.793 1.457
B 0.889 -1.451 1.096
H 4.713 -5.061 1.092
H 3.677 -1.561 0.134
C 3.742 -5.465 0.809
N 1.449 0.744 0.000
N -0.417 -1.697 0.231
H 1.437 -5.786 2.729
H 2.624 2.927 -2.012
C -2.141 -2.666 -0.772
H -2.784 -3.403 -1.218
C 0.875 -3.714 2.276
H 2.984 3.482 -0.381
V -0.534 1.083 0.346
C -1.798 2.897 -3.356
C -1.058 2.261 3.807
*
```

Computed properties:
<S²>: 2.012
E_HOMO (spin up / spin down) (eV): -11.050 / -11.147


Calculated max |F|, 0.0106 0.0144 Eh/bohr (same order as the records).
Calculated energy above the lowest of the compared OMol25 structures with the same formula, charge and spin, 9.27 7.80 kJ/mol (same order as the records).